Entry A
Molecular formula: H22KrO11
Method: DFT, ωB97M-V/def2-TZVPD

CARTESIAN COORDINATES (ANGSTROEM)
Kr (0.462, 0.493, 0.319)
O (0.589, -3.201, 0.016)
O (-1.417, -2.020, -1.996)
O (0.514, 3.442, -2.098)
O (4.145, 0.869, 1.158)
O (0.337, 3.690, 1.967)
O (-2.067, 2.791, -1.157)
O (1.694, -1.557, -3.094)
O (-3.274, -1.541, -0.006)
O (-2.959, 0.602, 1.722)
O (3.031, -2.577, -0.845)
O (-1.002, -0.375, 3.434)
H (-1.178, 3.030, -1.418)
H (-0.904, -1.307, 3.239)
H (4.603, 0.198, 1.664)
H (0.271, 3.503, 2.904)
H (-0.479, 3.351, 1.598)
H (-2.936, 1.529, 1.481)
H (-0.309, -0.188, 4.068)
H (-3.392, -2.077, 0.778)
H (-2.115, -1.934, -1.345)
H (-1.493, -1.232, -2.535)
H (1.315, 2.954, -1.909)
H (0.105, -3.211, 0.842)
H (3.704, -3.046, -0.353)
H (0.444, 3.426, -3.053)
H (-2.114, 0.443, 2.143)
H (2.253, -1.660, -2.324)
H (-3.180, -0.648, 0.327)
H (-2.632, 3.279, -1.757)
H (2.221, -2.745, -0.363)
H (1.171, -2.358, -3.119)
H (4.617, 0.904, 0.325)
H (-0.025, -2.829, -0.617)

As for the gap between HOMO and LUMO: 10.3 eV. The spin multiplicity is 1.



Entry B
Molecular formula: H22KrO11
Method: DFT, ωB97M-V/def2-TZVPD

CARTESIAN COORDINATES (ANGSTROEM)
Kr (0.142, -0.078, 0.547)
O (-3.124, -1.991, 0.161)
O (3.228, -2.255, 1.062)
O (2.583, 2.676, -0.059)
O (-2.249, 1.311, -1.384)
O (-0.214, 3.939, 0.767)
O (-3.317, -0.168, 2.185)
O (4.210, 0.454, 1.159)
O (-2.466, 2.466, 1.336)
O (-0.668, -2.713, -1.329)
O (-0.968, 0.342, -3.722)
O (2.017, -3.222, -1.110)
H (0.232, 3.100, 0.660)
H (-0.590, -2.626, -2.279)
H (-2.279, -2.081, -0.281)
H (-0.093, -0.046, -3.741)
H (5.125, 0.480, 1.438)
H (3.431, -1.320, 1.020)
H (-2.624, 1.762, 1.964)
H (0.235, -2.789, -1.021)
H (2.375, -2.870, -0.296)
H (3.709, 0.561, 1.967)
H (-3.111, -2.663, 0.842)
H (-3.064, -0.697, 1.428)
H (-4.056, -0.639, 2.571)
H (-2.205, 1.639, -0.486)
H (-1.145, 3.717, 0.777)
H (4.080, -2.688, 1.013)
H (2.915, 2.605, -0.954)
H (2.421, -2.694, -1.799)
H (2.925, 1.900, 0.386)
H (-3.134, 0.956, -1.467)
H (-1.109, 0.573, -2.804)
H (-3.209, 3.059, 1.447)

As for the gap between HOMO and LUMO: 9.9 eV. The spin multiplicity is 1.



entry B has the most favorable energy; the next structure is 0.228 eV above.



Entry A
Molecular formula: C2HBrClFO
Method: DFT, ωB97M-V/def2-TZVPD

CARTESIAN COORDINATES (ANGSTROEM)
Br (1.884, -1.150, -0.534)
Cl (-1.121, -1.414, -1.132)
F (-0.095, 1.599, -0.784)
O (-1.264, 0.282, 1.228)
C (-0.165, 0.336, 0.699)
C (0.107, -0.643, -0.429)
H (0.655, 0.990, 0.951)

As for the gap between HOMO and LUMO: 7.7 eV. The spin multiplicity is 1.



Entry B
Molecular formula: C2HBrClFO
Method: DFT, ωB97M-V/def2-TZVPD

CARTESIAN COORDINATES (ANGSTROEM)
Br (0.559, 2.013, -0.821)
Cl (1.601, -0.637, -1.381)
F (-1.740, -0.699, -0.524)
O (-0.031, -1.322, 1.209)
C (0.515, 0.301, -0.479)
C (-0.237, -0.252, 0.699)
H (-0.667, 0.596, 1.297)

As for the gap between HOMO and LUMO (alpha / beta): 7.2 / 7.2 eV. The spin multiplicity is 1.



entry A has the most favorable energy; the next structure is 0.482 eV above.



Entry A
Molecular formula: C3H5O3
Method: DFT, ωB97M-V/def2-TZVPD

CARTESIAN COORDINATES (ANGSTROEM)
O (0.683, -0.435, -0.410)
O (0.687, -2.498, 0.614)
O (-0.635, 1.489, -1.168)
C (-0.686, 1.598, 1.320)
C (1.056, -1.746, -0.350)
C (-1.147, 1.521, 0.052)
H (0.145, 0.897, -0.847)
H (-2.267, 1.520, 0.059)
H (0.395, 1.798, 1.405)
H (1.832, -2.115, -1.086)
H (-1.322, 1.206, 2.053)

As for the gap between HOMO and LUMO: 8.6 eV. The spin multiplicity is 1. The total charge is -1.



Entry B
Molecular formula: C3H5O3
Method: DFT, ωB97M-V/def2-TZVPD

CARTESIAN COORDINATES (ANGSTROEM)
O (-1.219, 1.755, 0.580)
O (2.070, -0.361, 0.454)
O (3.947, 0.720, -0.133)
C (-0.749, -0.476, 0.186)
C (2.750, 0.534, -0.056)
C (-1.035, 0.831, -0.202)
H (0.288, -0.434, 0.407)
H (-0.968, -1.104, -0.778)
H (-1.270, -0.857, 1.077)
H (-0.936, 1.159, -1.240)
H (2.135, 1.237, -0.800)

As for the gap between HOMO and LUMO: 8.1 eV. The spin multiplicity is 1. The total charge is -1.



entry B has the most favorable energy; the next structure is 0.819 eV above.